Computed, not measured: a 2-piece molecular cluster, C3H4BrN overall, with ωB97M-V with the def2-TZVPD basis set.

Output
energy above the lowest of the compared OMol25 structures with the same formula, charge and spin: 269.2 kJ/mol
calculated total energy: -74705.037 eV
orbital gap: 8.4 eV
SMILES string: C=C=C=N.Br
E_HOMO: -8.5 eV

Geometry as XYZ:
```
9
Properties=species:S:1:pos:R:3:forces:R:3:mulliken_charge:R:1
C 0.7278 -0.9478 0.0987 0.28 -3.15 -1.49 0.8569
N 0.7852 -2.1649 -0.0603 0.40 0.70 2.07 -0.5341
H 1.3024 2.0797 1.5003 -0.35 -1.07 -1.44 0.2318
C 0.9593 1.5566 0.5409 -0.68 2.66 -0.83 -0.8007
Br -2.8519 0.2610 -0.1373 0.02 0.90 1.06 -0.2024
H 0.5799 2.3349 -0.3080 0.95 -1.95 2.03 0.1997
H -2.8904 -0.6284 -1.1797 -0.05 -0.90 -1.07 0.1901
H 0.4973 -2.7553 -0.7967 -0.53 0.12 -1.19 0.2617
C 0.8905 0.2643 0.3422 -0.04 2.69 0.85 -0.2031
```
Positions in Å, forces in eV/Å.